[1]
13
Properties=species:S:1:pos:R:3:forces:R:3:nbo_charge:R:1 method="wB97M-V/def2-TZVPD" max_force_ev_per_a=1.359 e_above_lowest_kj_mol=398.53 homo_energy_ev=-8.3930 homo_lumo_gap_ev=9.13
C 0.79663 1.54356 1.09730 0.238 -0.025 0.060 -0.396
C -0.43421 1.75239 1.51819 -0.259 0.129 0.118 -0.387
C -0.36388 -1.90548 -0.33256 -0.022 -0.564 -1.001 -0.052
N -0.15726 -1.14373 -2.78358 0.118 0.346 -0.015 -0.969
O -0.42591 -1.89854 0.95628 -0.095 0.080 1.354 -0.645
S 0.08240 -0.52892 -1.19694 -0.132 -0.042 -0.536 0.435
H 1.22010 2.10802 0.28150 0.020 0.055 -0.114 0.205
H 1.44441 0.80619 1.54652 0.116 -0.119 0.127 0.189
H -0.87964 1.20679 2.33754 0.030 -0.097 0.124 0.189
H -1.05801 2.50495 1.06249 -0.108 0.072 -0.098 0.202
H -0.75150 -1.96842 -2.72433 0.103 0.054 0.115 0.390
H 0.73293 -1.39784 -3.20064 -0.087 -0.077 0.153 0.370
H -0.20606 -1.07898 1.43822 0.079 0.189 -0.286 0.469



[2]
13
Properties=species:S:1:pos:R:3:forces:R:3:nbo_charge:R:1 method="wB97M-V/def2-TZVPD" max_force_ev_per_a=3.069 e_above_lowest_kj_mol=291.79 homo_energy_ev=-7.4109 homo_lumo_gap_ev=8.25
C -0.40745 -0.28070 0.80439 -0.202 0.267 0.033 -0.478
C -0.97472 1.06961 0.60585 0.853 -2.054 -2.116 0.182
C -0.35200 -0.20397 -0.70347 -0.575 2.231 1.559 -0.510
N 2.21836 -0.83553 -0.68627 0.096 -0.003 -0.418 -0.993
O -2.30311 1.34514 0.59472 -0.278 -0.093 0.223 -0.670
S 1.12321 0.23382 -1.50160 0.202 -0.272 0.437 0.385
H 0.56764 -0.32905 1.27313 0.027 -0.081 0.062 0.245
H -1.08306 -1.03327 1.20304 -0.022 -0.015 0.074 0.215
H -0.34687 1.94070 0.56214 0.083 0.065 0.001 0.197
H -1.17324 -0.55262 -1.29860 -0.258 -0.185 0.001 0.216
H 2.49126 -1.59551 -1.30210 0.030 0.079 0.117 0.367
H 3.04745 -0.32396 -0.40925 -0.037 -0.033 -0.011 0.369
H -2.80746 0.56533 0.85802 0.082 0.094 0.037 0.475



[3]
14
Properties=species:S:1:pos:R:3:forces:R:3:nbo_charge:R:1 method="wB97M-V/def2-TZVPD" max_force_ev_per_a=5.913 e_above_lowest_kj_mol=245.87 smiles="O=CNCCSS" homo_energy_ev=-9.0461 homo_lumo_gap_ev=9.23
O 2.35531 2.55395 -1.59133 -0.618 -1.772 -1.617 -0.608
C 1.41176 1.78833 -1.32418 3.318 4.526 1.860 0.502
N 1.21003 1.73568 0.02686 1.214 0.429 -1.324 -0.638
C 0.04116 1.34522 0.59345 -3.707 -3.571 2.727 -0.209
C 0.37161 -0.09458 1.44119 -2.339 1.685 -0.648 -0.519
S -0.39940 -1.75589 0.78683 1.400 0.338 0.523 0.025
S -2.07229 -1.73570 -0.40656 0.097 0.854 0.535 -0.099
H 0.74430 1.43658 -2.07650 -0.818 -0.881 -0.206 0.153
H 2.05958 1.99312 0.57239 -1.334 -0.093 -0.719 0.421
H -0.46097 1.98095 1.43630 1.389 -0.459 -1.640 0.203
H -0.85725 1.21602 -0.17629 2.174 -0.002 1.383 0.222
H -0.12541 0.16304 2.38173 0.080 -0.839 0.112 0.201
H 1.46556 -0.22045 1.67144 -1.081 -0.189 -0.842 0.229
H -1.53867 -1.51897 -1.61350 0.224 -0.025 -0.145 0.117



[4]
14
Properties=species:S:1:pos:R:3:forces:R:3:nbo_charge:R:1 method="wB97M-V/def2-TZVPD" max_force_ev_per_a=5.410 e_above_lowest_kj_mol=461.59 smiles="COCSNC=S" homo_energy_ev=-8.7986 homo_lumo_gap_ev=8.54
C 2.15845 -0.73288 -0.52209 2.457 -0.997 -2.673 -0.251
O 1.04730 -0.87091 0.19493 -3.659 -0.809 1.548 -0.570
C 0.49585 0.25896 0.91850 4.348 -1.565 -0.179 -0.299
S -0.14988 1.42679 -0.16213 -2.036 1.277 -1.634 0.393
N -1.68224 0.60992 -0.81696 4.466 -3.052 0.002 -0.724
C -2.73655 0.66411 0.04520 -0.658 -0.707 0.542 -0.102
S -3.85527 -0.58484 0.01165 0.865 1.767 0.511 -0.095
H 2.63445 -1.82277 -0.49511 -0.470 2.450 -0.276 0.199
H 2.77777 0.01341 0.09695 0.117 -0.720 -1.823 0.164
H 1.93085 -0.50582 -1.77273 0.966 -0.030 3.606 0.168
H 1.53884 0.67939 1.43441 -3.111 -0.259 -0.650 0.219
H -0.21623 -0.24360 1.53303 -0.409 0.237 0.995 0.231
H -1.27024 -0.52298 -1.18668 -2.295 4.416 1.412 0.442
H -2.67309 1.63120 0.72102 -0.581 -2.008 -1.381 0.226



[5]
14
Properties=species:S:1:pos:R:3:forces:R:3:nbo_charge:R:1 method="wB97M-V/def2-TZVPD" max_force_ev_per_a=9.537 e_above_lowest_kj_mol=519.41 homo_energy_ev=-9.2434 homo_lumo_gap_ev=9.48
C -0.28535 1.69058 0.58379 -1.128 2.239 -0.198 -0.794
S 0.29536 0.80642 -0.98110 -2.679 1.376 0.538 0.112
C -0.18967 -0.89004 -0.41788 8.616 3.322 -2.381 0.188
C 1.14675 -1.51569 -0.14606 0.493 -3.273 3.995 -0.151
O 2.10063 -0.58127 0.17615 1.401 0.816 -0.650 -0.729
N -1.23722 -1.37044 -0.20729 -5.370 -2.310 1.429 -0.553
S -2.58313 -0.45675 -0.16348 -3.747 -1.764 1.117 0.253
H -0.51882 2.87875 0.02151 0.599 -3.617 2.350 0.241
H 0.49303 1.78665 1.56446 -2.137 -0.496 -3.140 0.262
H -1.36799 1.13105 0.82856 3.156 1.956 -0.136 0.241
H 1.59422 -2.27219 -0.87246 -1.228 0.577 0.818 0.201
H 1.01034 -1.88926 0.99779 -0.127 -0.740 -2.922 0.208
H 1.93230 0.07776 -0.52797 1.210 0.434 0.485 0.439
H -2.39045 0.60442 -0.85603 0.940 1.479 -1.304 0.083



[6]
13
Properties=species:S:1:pos:R:3:forces:R:3:nbo_charge:R:1 method="wB97M-V/def2-TZVPD" max_force_ev_per_a=3.326 e_above_lowest_kj_mol=12.47 spin_multiplicity=3 homo_energy_ev="-7.9769 / -10.1357" homo_lumo_gap_ev="8.82 / 9.23"
C -0.68606 -1.22870 -0.21201 0.455 0.749 0.975 -0.152
C -1.32516 -0.05892 -0.22715 -1.523 0.356 -1.101 -0.334
C 0.72099 -1.19915 0.37246 0.872 2.105 -1.361 -0.645
N -2.76469 0.00632 -0.73849 3.152 1.009 -0.327 0.027
O -3.53685 -0.66121 -0.13365 -2.418 -1.595 1.022 -0.189
Si -0.65507 1.64010 0.14837 1.351 0.658 1.171 0.804
H -1.21648 -2.11440 -0.51471 0.145 -0.362 -0.152 0.226
H 0.75176 -0.14329 0.88156 0.571 -2.474 -0.134 0.218
H 1.07838 -2.06551 0.94924 -0.568 0.575 0.171 0.240
H 1.49990 -1.07209 -0.46834 -1.165 -0.345 0.968 0.228
H -1.43259 2.86384 0.16732 -0.933 0.064 -0.848 -0.133
H 0.51846 1.83033 -0.77772 -0.263 0.033 0.477 -0.148
H -0.31654 1.85393 1.64041 0.325 -0.772 -0.861 -0.142



[7]
11
Properties=species:S:1:pos:R:3:forces:R:3:nbo_charge:R:1 method="wB97M-V/def2-TZVPD" max_force_ev_per_a=6.429 e_above_lowest_kj_mol=378.77 total_charge=+1 homo_energy_ev="-14.5876 / -14.5879" homo_lumo_gap_ev="7.87 / 7.88"
C -0.44464 -0.61221 1.94665 -3.020 2.758 -0.284 0.338
C 0.72618 0.96880 -1.09138 -1.184 -0.757 1.146 -0.478
C -0.76258 -0.53245 -0.27206 2.011 4.664 -3.942 -0.138
O -1.03011 -0.05521 0.97553 0.810 -1.854 0.426 -0.275
H -0.87469 -0.21868 2.81682 0.224 0.243 1.791 0.210
H 0.24515 -1.36087 1.86770 1.819 -1.954 -0.469 0.198
H 0.37640 0.96271 -2.16624 0.494 0.121 1.482 0.234
H 0.47299 1.90994 -0.45841 0.358 -1.833 -1.310 0.230
H 1.77398 0.55158 -0.91192 -1.739 0.426 -0.207 0.230
H -0.32381 -1.42840 -0.51431 1.219 -2.346 0.907 0.214
H -1.44862 -0.28843 -1.05410 -0.991 0.533 0.460 0.237



[8]
12
Properties=species:S:1:pos:R:3:forces:R:3:nbo_charge:R:1 method="wB97M-V/def2-TZVPD" max_force_ev_per_a=0.847 e_above_lowest_kj_mol=3.82 total_charge=-1 homo_energy_ev=-3.8370 homo_lumo_gap_ev=8.38
C 2.46343 0.80727 0.13958 0.324 0.254 0.740 -0.849
H 3.14705 0.18480 0.72496 0.166 0.009 -0.240 0.180
H 2.91749 1.78813 -0.03329 0.092 -0.131 -0.148 0.172
H 1.59210 0.94068 0.77336 -0.258 -0.108 -0.292 0.253
H 2.17464 0.32155 -0.78280 -0.146 0.019 -0.012 0.237
O -0.41784 0.31726 -0.97270 -0.048 0.067 -0.262 -0.797
C -0.90167 -0.35001 -0.03436 0.004 -0.070 0.121 0.758
O -0.33582 -0.74136 1.01172 0.094 -0.047 0.104 -0.797
C -2.38549 -0.74162 -0.17892 -0.333 -0.062 0.204 -0.733
H -2.50748 -1.53930 -0.91682 0.084 0.094 -0.099 0.193
H -2.77705 -1.11093 0.77199 0.014 0.043 -0.030 0.191
H -2.96937 0.12353 -0.50274 0.006 -0.067 -0.086 0.193



[9]
13
Properties=species:S:1:pos:R:3:forces:R:3:nbo_charge:R:1 method="wB97M-V/def2-TZVPD" max_force_ev_per_a=4.763 e_above_lowest_kj_mol=511.82 smiles="C=C[PH2]=C(O)O" homo_energy_ev=-6.9685 homo_lumo_gap_ev=7.49
C -1.93918 -0.30591 0.65356 4.479 0.134 -1.616 -0.374
C -0.90711 -1.14682 0.25861 -1.604 1.531 0.343 -0.488
P 0.58877 -0.39043 -0.57960 -1.439 -0.465 1.477 0.558
C 1.29751 1.25421 0.49799 -0.595 1.231 0.078 0.241
O 1.92375 1.07095 1.70389 -0.051 -0.094 -1.515 -0.699
O 2.15044 1.88338 -0.42790 -0.417 -0.479 -1.335 -0.754
H -2.68848 -0.72577 1.24614 -1.488 -0.167 0.597 0.203
H -1.76732 0.80855 0.47396 -0.748 -1.640 0.501 0.217
H -1.04571 -2.25006 0.38599 0.585 1.113 -0.027 0.228
H -0.13527 0.14412 -1.67181 0.537 0.331 0.138 -0.001
H 1.04634 -1.50296 -1.19063 0.282 -1.748 -1.211 -0.078
H 2.90123 1.02002 1.66108 -0.307 0.136 -0.350 0.459
H 1.75127 1.86550 -1.38366 0.766 0.117 2.920 0.487